1 | C7H12CrF9O13S3 as an isolated structure. Source: the Open Molecules 2025 dataset; level of theory: the ωB97M-V functional and the def2-TZVPD basis.

- <S²> = 6.005
- frontier orbital gap (spin up / spin down) (eV) = 6.43 / 6.71
- total charge = -1
- 2S+1 = 5
- highest occupied orbital energy (spin up / spin down) (eV) = -5.27 / -5.56
- E_LUMO (spin up / spin down) (eV) = 1.2 / 1.2

Each line ends with the Löwdin spin population.
Positions of all 45 atoms, in Å:
Cr 11.089 16.372 9.153  3.74
C 9.775 16.284 5.084  0.00
F 9.521 17.459 5.737  0.00
F 8.776 16.055 4.185  0.00
F 10.869 16.125 4.549  0.00
S 9.596 14.820 6.336  0.01
O 10.325 13.671 5.694  0.00
O 10.305 15.269 7.524  0.04
O 8.114 14.667 6.490  0.00
C 7.559 19.353 8.607  0.00
F 7.875 19.994 9.725  0.00
F 6.305 19.562 8.403  0.00
F 8.275 19.829 7.581  0.00
S 7.851 17.577 8.906  0.01
O 7.402 17.226 10.288  0.00
O 7.052 16.768 7.988  0.00
O 9.300 17.436 8.836  0.04
C 9.830 12.313 9.697  0.00
F 10.469 12.550 8.542  0.00
F 8.915 11.355 9.453  0.00
F 10.729 11.888 10.616  0.00
S 8.961 13.887 10.319  0.00
O 8.385 13.629 11.622  0.00
O 10.024 14.966 10.238  0.02
O 7.831 14.126 9.375  0.00
C 12.809 18.479 10.486  0.01
C 12.713 18.820 8.930  0.00
O 12.366 17.763 8.123  0.02
O 11.742 17.555 10.804  0.04
H 12.695 19.406 11.048  0.00
H 13.757 18.087 10.854  0.00
H 13.721 19.073 8.603  0.00
H 12.065 19.684 8.789  0.00
H 12.702 17.949 7.244  0.00
H 11.864 17.330 11.729  0.00
C 14.789 14.400 8.470  0.00
C 13.344 14.099 9.014  0.00
O 12.890 15.255 9.656  0.04
O 14.788 15.160 7.286  0.00
H 15.205 13.442 8.158  0.00
H 15.540 14.747 9.180  0.00
H 13.260 13.327 9.779  0.00
H 12.662 14.015 8.168  0.00
H 13.453 15.347 10.428  0.00
H 14.194 14.715 6.677  0.00

***

2 | C7H12CrF9O13S3 as an isolated structure. Source: the Open Molecules 2025 dataset; level of theory: the ωB97M-V functional and the def2-TZVPD basis.

- <S²> = 6.003
- frontier orbital gap (spin up / spin down) (eV) = 7.36 / 8.56
- total charge = -1
- 2S+1 = 5
- highest occupied orbital energy (spin up / spin down) (eV) = -5.76 / -6.97
- E_LUMO (spin up / spin down) (eV) = 1.6 / 1.6

Each line ends with the Löwdin spin population.
Positions of all 45 atoms, in Å:
Cr 0.147 -0.004 0.431  3.76
C -3.413 0.413 3.047  0.00
F -2.488 -0.007 3.959  0.00
F -3.755 -0.707 2.360  0.00
F -4.455 0.945 3.655  0.00
S -2.680 1.660 1.823  0.01
O -3.692 1.846 0.824  0.00
O -2.377 2.840 2.604  0.00
O -1.503 0.945 1.318  0.04
C 2.054 1.067 -3.616  0.00
F 3.243 1.271 -4.173  0.00
F 1.137 1.549 -4.407  0.00
F 1.929 -0.242 -3.501  0.00
S 2.005 1.997 -1.941  0.01
O 3.402 2.171 -1.619  0.00
O 1.156 3.151 -2.229  0.00
O 1.321 1.052 -1.030  0.04
C -1.341 -2.491 -3.088  0.00
F -0.014 -2.439 -3.348  0.00
F -1.943 -2.724 -4.256  0.00
F -1.529 -3.492 -2.202  0.00
S -2.020 -0.920 -2.322  0.00
O -3.270 -1.430 -1.815  0.00
O -1.058 -0.520 -1.292  0.01
O -2.153 0.028 -3.411  0.00
C 0.887 -2.742 -0.284  0.00
C -0.129 -3.065 0.826  0.00
O -0.722 -1.848 1.287  0.04
O 1.675 -1.577 0.076  0.04
H 0.289 -2.501 -1.151  0.00
H 1.572 -3.580 -0.388  0.00
H 0.315 -3.657 1.638  0.00
H -0.927 -3.719 0.461  0.00
H -1.627 -2.036 1.559  0.00
H 2.582 -1.790 -0.150  0.00
C 2.351 1.505 2.140  0.00
C 1.646 2.853 2.020  0.00
O 0.625 2.752 1.080  0.01
O 1.407 0.426 2.148  0.02
H 2.962 1.477 3.043  0.00
H 3.014 1.390 1.275  0.00
H 2.374 3.600 1.680  0.00
H 1.322 3.111 3.040  0.00
H 0.116 3.563 1.011  0.00
H 1.566 -0.121 2.917  0.00

***

From most stable to least stable, the computed energies give 2, 1.

***

1 | A 2-piece molecular cluster, C9H14O overall. Source: the Open Molecules 2025 dataset; level of theory: the ωB97M-V functional and the def2-TZVPD basis.

- frontier orbital gap (eV) = 8.95
- total charge = 0
- highest occupied orbital energy (eV) = -8.14
- structure (SMILES) = Cc1ccc(O)cc1.CC
- E_LUMO (eV) = 0.8

Each line ends with the Mulliken charge.
Positions of all 24 atoms, in Å:
C -1.072 -1.803 -1.582  -1.57
C -0.627 -1.432 -0.263  0.63
C -1.560 -0.733 0.499  -0.21
C -1.264 -0.426 1.829  -0.67
C 0.060 -0.558 2.171  1.22
O 0.483 -0.014 3.296  -0.53
C 1.056 -1.118 1.358  -0.97
C 0.620 -1.690 0.101  -0.40
H -1.689 -0.945 -2.087  0.29
H -0.239 -2.084 -2.272  0.35
H -1.854 -2.475 -1.497  0.46
H -2.518 -0.218 -0.006  0.15
H -1.967 0.133 2.564  0.15
H -0.200 0.464 3.808  0.30
H 2.121 -1.196 1.631  0.35
H 1.226 -2.361 -0.463  0.45
C 1.317 2.469 -1.684  -1.17
C 0.424 1.772 -0.610  -0.24
H 1.449 1.829 -2.502  0.36
H 1.142 3.494 -1.884  0.32
H 2.424 2.429 -1.472  0.29
H -0.283 0.925 -1.030  -0.09
H 1.101 1.160 0.141  0.02
H -0.151 2.377 -0.047  0.51

***

2 | A 2-piece molecular cluster, C9H14O overall. Source: the Open Molecules 2025 dataset; level of theory: the ωB97M-V functional and the def2-TZVPD basis.

- frontier orbital gap (eV) = 9.48
- total charge = 0
- highest occupied orbital energy (eV) = -8.66
- structure (SMILES) = Cc1ccc(O)cc1.CC
- E_LUMO (eV) = 0.8

Each line ends with the Mulliken charge.
Positions of all 24 atoms, in Å:
C 0.927 0.736 1.953  -1.42
C 0.523 -0.532 1.231  0.80
C 1.468 -1.470 0.844  -0.48
C 1.154 -2.635 0.155  -0.56
C -0.214 -2.882 0.038  0.43
O -0.692 -4.075 -0.487  -0.56
C -1.153 -1.914 0.323  -0.35
C -0.819 -0.670 0.862  -0.68
H 1.252 0.574 2.978  0.39
H 0.045 1.369 1.885  0.28
H 1.752 1.245 1.451  0.31
H 2.496 -1.334 1.137  0.36
H 1.932 -3.205 -0.318  0.41
H -0.384 -4.213 -1.385  0.31
H -2.181 -2.249 0.233  0.35
H -1.470 0.109 1.206  0.41
C -0.219 2.458 -0.882  -0.64
C -0.971 2.782 -2.194  -1.05
H 0.782 2.823 -0.632  0.38
H -0.664 3.025 -0.051  0.31
H -0.258 1.374 -0.823  0.10
H -2.042 2.661 -2.189  0.29
H -0.558 2.192 -2.992  0.30
H -0.702 3.831 -2.343  0.31

***

3 | A 2-piece molecular cluster, C9H14O overall. Source: the Open Molecules 2025 dataset; level of theory: the ωB97M-V functional and the def2-TZVPD basis.

- frontier orbital gap (eV) = 10.01
- total charge = 0
- highest occupied orbital energy (eV) = -9.14
- structure (SMILES) = Cc1ccccc1.CCO
- E_LUMO (eV) = 0.9

Each line ends with the Mulliken charge.
Positions of all 24 atoms, in Å:
C -0.620 -1.297 2.813  -1.44
C 0.111 -1.266 1.492  0.94
C -0.186 -2.190 0.505  -0.50
C 0.522 -2.114 -0.694  -0.33
C 1.490 -1.144 -0.927  -0.64
C 1.737 -0.185 0.052  -0.56
C 1.112 -0.317 1.271  -0.38
H -1.634 -1.676 2.651  0.36
H -0.675 -0.319 3.259  0.38
H -0.234 -2.028 3.528  0.30
H -0.944 -2.959 0.624  0.37
H 0.305 -2.739 -1.561  0.33
H 2.091 -1.299 -1.812  0.36
H 2.413 0.613 -0.221  0.42
H 1.279 0.374 2.079  0.37
C -0.662 1.205 -1.783  -0.85
C -0.437 2.616 -1.261  -0.27
O -1.605 3.424 -1.206  -0.55
H -0.001 1.053 -2.635  0.23
H -1.680 1.141 -2.177  0.48
H -0.510 0.417 -1.066  0.14
H 0.099 2.654 -0.291  0.25
H 0.329 3.170 -1.820  0.29
H -2.301 2.866 -0.821  0.29

***

From most stable to least stable, the computed energies give 3, 2, 1.